# 1
A 9-piece molecular cluster, C50H45F7N2 overall. Source: OMol25; level of theory: ωB97M-V/def2-TZVPD.

```
! RIJCOSX wB97M-V def2-TZVPD def2/J DEFGRID3
* xyz 0 1
F 0.13 6.11 3.55
C 0.80 5.12 2.86
C 0.18 4.54 1.74
C 0.77 3.50 1.10
C 2.00 2.96 1.49
C 2.63 3.49 2.56
C 2.01 4.57 3.25
H -0.83 4.85 1.47
H 0.29 3.01 0.26
H 2.45 2.17 0.92
H 3.61 3.14 2.87
H 2.42 4.85 4.20
F 8.66 0.02 -1.98
C 7.33 -0.23 -2.16
C 6.31 0.74 -1.94
C 4.97 0.39 -2.07
C 4.65 -0.88 -2.54
C 5.68 -1.84 -2.58
C 6.97 -1.55 -2.45
H 6.73 1.68 -1.56
H 4.17 1.07 -1.76
H 3.65 -1.19 -2.80
H 5.43 -2.89 -2.80
H 7.79 -2.21 -2.38
F -0.42 -3.10 -2.92
C -1.53 -2.71 -2.26
C -2.50 -1.96 -2.96
C -3.75 -1.71 -2.40
C -3.96 -2.00 -1.06
C -2.94 -2.68 -0.34
C -1.78 -3.11 -1.01
H -2.27 -1.77 -3.97
H -4.53 -1.29 -3.11
H -4.83 -1.67 -0.54
H -3.07 -2.86 0.69
H -0.94 -3.58 -0.43
F -4.73 0.75 -0.33
C -4.64 1.58 0.76
C -4.56 1.05 2.02
C -4.40 1.93 3.11
C -4.43 3.28 2.93
C -4.71 3.79 1.62
C -4.72 2.95 0.53
H -4.54 -0.02 2.17
H -4.19 1.59 4.13
H -4.28 3.92 3.80
H -4.84 4.86 1.46
H -4.83 3.34 -0.50
F 2.90 -3.34 -1.90
C 2.47 -3.57 -0.63
C 2.68 -2.58 0.30
C 2.13 -2.73 1.59
C 1.40 -3.88 1.90
C 1.28 -4.91 0.96
C 1.86 -4.77 -0.31
H 3.29 -1.72 0.05
H 2.27 -1.96 2.33
H 0.83 -4.01 2.82
H 0.68 -5.77 1.17
H 1.91 -5.58 -1.03
F -5.98 -0.55 -6.39
C -5.27 0.43 -5.73
C -5.59 0.87 -4.44
C -4.81 1.91 -3.88
C -3.67 2.39 -4.54
C -3.37 1.97 -5.89
C -4.19 0.93 -6.49
H -6.41 0.35 -3.96
H -4.96 2.23 -2.83
H -3.12 3.21 -4.10
H -2.58 2.43 -6.50
H -3.92 0.47 -7.40
F -2.04 2.96 -1.96
C -1.19 1.86 -1.89
C -1.16 1.08 -0.74
C -0.25 -0.02 -0.81
C 0.65 -0.20 -1.84
C 0.53 0.64 -2.93
C -0.41 1.71 -2.97
H -1.84 1.21 0.07
H -0.16 -0.67 0.04
H 1.16 -1.19 -1.86
H 1.10 0.48 -3.90
H -0.39 2.30 -3.88
N -1.47 -0.13 4.77
C -1.90 -1.20 3.99
C -1.08 -1.30 2.87
C -0.01 -0.30 3.07
C -0.27 0.37 4.20
H -1.98 0.28 5.53
H -2.71 -1.74 4.49
H -1.18 -2.06 2.09
H 0.82 -0.25 2.38
H 0.28 1.12 4.80
N 4.57 -2.95 3.93
C 3.55 -2.37 4.69
C 3.47 -1.06 4.34
C 4.51 -0.86 3.33
C 5.15 -2.02 3.14
H 4.78 -3.91 3.92
H 2.97 -2.96 5.37
H 2.77 -0.39 4.83
H 4.66 0.04 2.79
H 5.82 -2.30 2.40
*
```

Computed properties:
Kohn-Sham gap in eV: 9.1
HOMO level in eV: -8.650
SMILES: c1cc[nH]c1.c1cc[nH]c1.Fc1ccccc1.Fc1ccccc1.Fc1ccccc1.Fc1ccccc1.Fc1ccccc1.Fc1ccccc1.Fc1ccccc1
Energy in eV: -74579.5092
LUMO energy in Ha: 0.018


# 2
C50H45FN2O2P2STi as an isolated structure. Source: OMol25; level of theory: ωB97M-V/def2-TZVPD.

```
! RIJCOSX wB97M-V def2-TZVPD def2/J DEFGRID3
* xyz 2 1
Ti -0.11 0.19 0.25
C 6.29 -4.35 -0.06
C 5.11 -3.48 -0.52
C 5.19 -3.29 -2.05
C 5.12 -2.11 0.13
C 6.23 -1.51 0.71
C 6.19 -0.21 1.18
C 5.02 0.53 1.06
C 3.88 -0.05 0.51
P 2.40 0.95 0.21
C 2.50 1.47 -1.53
C 1.68 2.51 -1.98
C 1.67 2.84 -3.32
C 2.45 2.14 -4.23
C 3.27 1.11 -3.78
C 3.29 0.77 -2.43
C 2.65 2.41 1.25
C 2.34 2.29 2.60
C 2.56 3.36 3.46
C 3.09 4.54 2.97
C 3.40 4.66 1.62
C 3.18 3.59 0.76
C 3.95 -1.37 0.08
O 2.79 -1.92 -0.43
C 2.65 -3.28 -0.18
C 1.37 -3.76 0.06
C 1.21 -5.12 0.31
C 2.30 -5.96 0.33
C 3.57 -5.45 0.09
C 3.77 -4.11 -0.18
P -0.07 -2.67 0.00
C -1.11 -3.38 1.32
C -0.71 -3.13 2.64
C -1.41 -3.69 3.70
C -2.52 -4.49 3.46
C -2.91 -4.75 2.16
C -2.21 -4.20 1.09
C -0.89 -3.14 -1.56
C -0.19 -3.82 -2.55
C -0.80 -4.10 -3.77
C -2.11 -3.70 -4.00
C -2.81 -3.02 -3.01
C -2.20 -2.74 -1.80
H 7.23 -3.88 -0.34
H 6.27 -5.31 -0.57
H 6.28 -4.51 1.01
H 6.13 -2.80 -2.32
H 4.36 -2.69 -2.42
H 5.16 -4.26 -2.55
H 7.16 -2.07 0.78
H 7.06 0.24 1.62
H 5.00 1.56 1.40
H 1.07 3.08 -1.29
H 1.04 3.66 -3.67
H 2.43 2.40 -5.28
H 3.89 0.57 -4.48
H 3.95 -0.02 -2.10
H 1.94 1.36 2.99
H 2.33 3.26 4.51
H 3.27 5.37 3.64
H 3.82 5.58 1.24
H 3.44 3.69 -0.29
H 0.22 -5.52 0.51
H 2.17 -7.02 0.54
H 4.42 -6.12 0.11
H 0.16 -2.53 2.83
H -1.08 -3.52 4.72
H -3.06 -4.94 4.29
H -3.76 -5.40 1.96
H -2.51 -4.43 0.08
H 0.83 -4.15 -2.38
H -0.25 -4.63 -4.53
H -2.58 -3.92 -4.94
H -3.83 -2.71 -3.18
H -2.75 -2.20 -1.04
C -0.95 0.39 4.12
N -2.21 -0.19 3.63
C -3.24 -0.46 4.63
C -2.36 -0.49 2.36
C -3.65 -1.01 1.83
O -1.38 -0.34 1.56
H -0.25 -0.40 4.37
H -1.17 0.97 5.01
H -0.52 1.04 3.36
H -2.74 -0.72 5.56
H -3.86 -1.30 4.33
H -3.86 0.42 4.79
H -3.73 -2.07 2.07
H -3.66 -0.89 0.75
H -4.50 -0.48 2.26
F -2.43 0.13 -5.33
C -1.93 0.17 -4.10
C -0.65 -0.31 -3.89
C -0.15 -0.29 -2.60
C -0.91 0.23 -1.55
C -2.20 0.73 -1.80
C -2.72 0.69 -3.08
H -0.08 -0.71 -4.72
H 0.85 -0.68 -2.43
H -2.79 1.16 -1.00
H -3.71 1.07 -3.31
S -0.55 4.70 1.21
C -0.43 3.18 0.90
N -0.34 2.01 0.66
*
```

Computed properties:
Kohn-Sham gap in eV: 7.0
HOMO level in eV: -13.354
Energy in eV: -114891.1394
LUMO energy in Ha: -0.234